No. 1
Density functional theory data (wB97M-V/def2-TZVPD) for a molecular structure, C39H32IrN3O5PSSe.

Structure (ORCA input):
```
! RIJCOSX wB97M-V def2-TZVPD def2/J DEFGRID3
* xyz 0 2
Ir -0.310 -0.540 -0.237
O -1.324 -0.478 -1.985
C -2.712 -0.502 -1.873
C -4.062 0.930 -3.506
C -5.171 1.199 -2.827
C -5.703 0.320 -1.744
C -4.772 -1.406 -0.733
C -3.292 -1.581 -1.005
C -2.482 -2.491 -0.260
N -1.231 -2.308 -0.028
C -0.377 -3.472 0.221
C 1.041 -3.012 0.530
N 1.306 -1.800 -0.241
C 2.497 -1.456 -0.575
C 2.890 -0.188 -1.112
C 4.224 -0.095 -1.569
C 4.738 1.053 -2.103
C 3.904 2.182 -2.184
C 2.618 2.147 -1.722
C 2.056 0.969 -1.159
O 0.830 1.065 -0.742
H -3.732 1.615 -4.278
H -5.723 2.104 -3.054
H -6.678 0.680 -1.421
H -5.126 -2.028 0.087
H -2.955 -3.411 0.091
H -0.369 -4.056 -0.704
H -0.785 -4.091 1.020
H 1.766 -3.796 0.296
H 1.123 -2.753 1.589
H 3.298 -2.185 -0.426
H 4.847 -0.979 -1.491
H 5.759 1.095 -2.453
H 4.289 3.101 -2.611
H 1.974 3.017 -1.764
O -1.165 -1.946 2.681
S -0.507 -0.705 2.998
O 0.177 -0.666 4.264
O 0.335 -0.156 1.895
C -1.811 0.535 3.126
C -2.156 0.948 4.408
C -3.218 1.815 4.611
C -3.942 2.296 3.531
C -3.568 1.934 2.249
C -2.502 1.059 2.030
P -1.957 0.890 0.313
C -1.480 2.575 -0.147
C -0.817 3.371 0.785
C -0.309 4.604 0.406
C -0.471 5.048 -0.899
C -1.130 4.255 -1.829
C -1.628 3.015 -1.456
C -3.284 0.362 -0.765
C -3.264 -0.340 -3.313
C -4.094 -1.504 -3.799
C -5.232 -1.873 -3.220
C -5.729 -1.261 -1.952
C -4.756 0.097 -0.514
H -1.588 0.554 5.239
H -3.480 2.113 5.618
H -4.767 2.979 3.681
H -4.076 2.380 1.400
H -0.665 3.013 1.797
H 0.220 5.215 1.128
H -0.075 6.013 -1.191
H -1.246 4.596 -2.850
H -2.116 2.383 -2.187
H -2.360 -0.283 -3.915
H -3.767 -2.003 -4.704
H -5.817 -2.672 -3.659
H -6.715 -1.653 -1.712
H -5.119 0.466 0.442
Se 2.440 1.888 2.445
C 2.171 3.756 2.300
C 1.521 4.453 3.320
C 1.304 5.812 3.172
N 1.681 6.508 2.102
C 2.309 5.842 1.136
C 2.577 4.482 1.182
H 1.192 3.935 4.212
H 0.798 6.372 3.952
H 2.615 6.428 0.276
H 3.081 3.988 0.365
*
```

- HOMO (alpha / beta): -7.502 / -7.505 eV
- F_max: 2.0 eV Å⁻¹
- E_tot: -143975.94383 eV

These are the Löwdin partial charges, in e, on atoms 1 to 8:
1 Ir 1.32
2 O -0.27
3 C -0.49
4 C -0.04
5 C -0.04
6 C -0.15
7 C -0.14
8 C -0.06

=====

No. 2
Density functional theory data (wB97M-V/def2-TZVPD) for 2 unconnected molecules or ions with the total composition C4H10N2P.

Structure (ORCA input):
```
! RIJCOSX wB97M-V def2-TZVPD def2/J DEFGRID3
* xyz 1 1
C 0.019 -0.143 0.925
C 0.452 -2.332 0.445
C 0.775 -2.050 1.927
C -0.967 3.447 -2.721
N 0.009 -1.029 -0.036
N 0.419 -0.643 2.063
P -0.605 2.562 -1.167
H 1.323 -2.671 -0.119
H -0.346 -3.070 0.320
H 0.191 -2.664 2.615
H 1.833 -2.191 2.156
H -1.340 4.450 -2.502
H -1.723 2.902 -3.288
H -0.060 3.527 -3.322
H -0.223 -0.846 -0.998
H 0.516 -0.136 2.929
H -0.272 0.888 0.775
*
```

- HOMO (alpha / beta): -11.478 / -11.461 eV
- F_max: 0.7 eV Å⁻¹
- E_tot: -16570.42816 eV

These are the Löwdin partial charges, in e, on atoms 1 to 8:
1 C -0.12
2 C -0.09
3 C -0.09
4 C -0.53
5 N 0.09
6 N 0.09
7 P 0.71
8 H 0.13

=====

No. 3
Density functional theory data (wB97M-V/def2-TZVPD) for a molecular structure, H14O7Tl.

Structure (ORCA input):
```
! RIJCOSX wB97M-V def2-TZVPD def2/J DEFGRID3
* xyz 3 1
Tl -0.111 0.144 -0.537
O 1.908 2.067 -0.850
H 1.995 2.757 -1.529
H 2.686 2.171 -0.278
O -2.243 -1.737 0.047
H -3.115 -1.833 -0.386
H -2.007 -2.634 0.341
O 1.193 1.167 1.868
H 0.812 1.000 2.744
H 1.880 1.840 2.017
O -0.450 1.899 -2.757
H -0.430 2.829 -3.050
H -0.827 1.405 -3.506
O 0.568 -1.869 1.403
H 0.743 -1.871 2.358
H 0.516 -2.804 1.153
O 0.614 -2.408 -1.505
H 0.145 -3.184 -1.866
H 1.533 -2.499 -1.818
O -1.616 1.069 1.723
H -1.701 0.585 2.562
H -2.092 1.908 1.865
*
```

- HOMO: -23.011 eV
- F_max: 1.6 eV Å⁻¹
- E_tot: -19217.03058 eV

These are the Löwdin partial charges, in e, on atoms 1 to 8:
1 Tl 1.71
2 O -0.03
3 H 0.11
4 H 0.10
5 O 0.00
6 H 0.12
7 H 0.10
8 O -0.03

=====

No. 4
Density functional theory data (wB97M-V/def2-TZVPD) for 2 unconnected molecules or ions with the total composition C11H15N.

Structure (ORCA input):
```
! RIJCOSX wB97M-V def2-TZVPD def2/J DEFGRID3
* xyz -1 2
C -1.908 -3.754 1.710
C -1.678 -3.963 0.186
H -2.101 -4.834 2.130
H -1.154 -3.049 2.050
H -2.952 -3.359 1.767
H -0.720 -4.334 0.000
H -2.198 -4.762 -0.117
H -1.719 -3.131 -0.504
C 3.361 0.758 -0.109
C 0.843 1.422 -0.251
C 2.322 1.640 -0.577
C 0.106 2.515 -0.668
C 2.354 2.893 -1.198
C -1.215 0.403 0.401
C -1.962 1.578 -0.197
C 0.175 0.413 0.421
C -1.282 2.595 -0.779
N 0.978 3.332 -1.329
H -1.698 -0.458 0.799
H -3.112 1.555 -0.138
H 0.731 -0.424 0.975
H -1.811 3.524 -1.021
H 2.946 -0.099 0.450
H 3.958 1.420 0.438
H 3.036 3.516 -1.731
H 0.734 4.154 -1.753
H 3.967 0.448 -0.953
*
```

- HOMO (alpha / beta): 1.086 / -3.267 eV
- F_max: 6.1 eV Å⁻¹
- E_tot: -13137.26491 eV

These are the Löwdin partial charges, in e, on atoms 1 to 8:
1 C -0.16
2 C -0.19
3 H 0.09
4 H 0.05
5 H 0.06
6 H 0.03
7 H 0.00
8 H 0.07

=====

No. 5
Density functional theory data (wB97M-V/def2-TZVPD) for 2 unconnected molecules or ions with the total composition C5H7N.

Structure (ORCA input):
```
! RIJCOSX wB97M-V def2-TZVPD def2/J DEFGRID3
* xyz 0 1
C -1.161 -1.179 0.516
C -0.077 1.696 -0.896
C 2.735 -0.582 -0.284
C -1.433 0.214 0.743
C -0.846 1.103 -0.022
N 2.335 0.145 0.476
H -0.389 -1.670 1.164
H -2.083 -1.858 0.497
H 0.904 1.813 -0.605
H -0.374 2.287 -1.775
H 3.252 -1.233 -0.882
H -0.904 -1.231 -0.551
H -1.958 0.496 1.619
*
```

- HOMO: -9.023 eV
- F_max: 4.0 eV Å⁻¹
- SMILES: C=C=CC.C#N
- E_tot: -6785.28177 eV

These are the Löwdin partial charges, in e, on atoms 1 to 8:
1 C -0.15
2 C -0.01
3 C -0.05
4 C -0.21
5 C -0.11
6 N 0.09
7 H 0.09
8 H 0.09

=====

No. 6
Density functional theory data (wB97M-V/def2-TZVPD) for 2 unconnected molecules or ions with the total composition C4H10N2O2.

Structure (ORCA input):
```
! RIJCOSX wB97M-V def2-TZVPD def2/J DEFGRID3
* xyz 0 1
C -0.927 -0.510 -1.461
C -1.610 -1.100 0.922
C -1.095 -0.038 -0.028
O -1.486 1.160 0.155
H -1.523 -0.732 1.947
H -0.369 0.241 -2.027
H -1.909 -0.623 -1.922
H -0.399 -1.468 -1.501
H -2.661 -1.310 0.713
H -1.031 -2.021 0.815
N 2.117 -0.158 -0.079
C 1.030 1.559 0.917
O 1.773 2.369 0.171
N 1.081 0.258 0.734
H 2.323 1.776 -0.378
H 1.730 -0.482 -0.967
H 2.550 -0.986 0.336
H 0.407 2.066 1.655
*
```

- HOMO: -9.121 eV
- F_max: 5.5 eV Å⁻¹
- SMILES: CC(C)=O.N/N=C\O
- E_tot: -11383.22853 eV

These are the Löwdin partial charges, in e, on atoms 1 to 8:
1 C -0.04
2 C -0.05
3 C -0.52
4 O -0.05
5 H 0.08
6 H 0.08
7 H 0.09
8 H 0.07

=====

No. 7
Density functional theory data (wB97M-V/def2-TZVPD) for a molecular structure, C40H39N5OPtS3Se.

Structure (ORCA input):
```
! RIJCOSX wB97M-V def2-TZVPD def2/J DEFGRID3
* xyz 2 1
Pt 0.565 0.366 1.120
C 0.759 6.591 2.742
C -0.497 6.643 1.918
C -1.370 7.723 1.996
C -2.525 7.780 1.231
C -2.823 6.755 0.345
C -1.963 5.674 0.234
C -0.825 5.617 1.030
N 0.087 4.520 0.905
C -0.230 3.222 0.914
N -1.458 2.849 1.300
C -2.064 1.684 0.780
C -1.280 0.619 0.362
C -1.872 -0.438 -0.324
C -3.239 -0.440 -0.542
C -4.022 0.592 -0.038
C -3.460 1.663 0.634
C -4.301 2.788 1.171
N 0.687 2.309 0.597
C 1.687 2.692 -0.370
C 1.238 3.064 -1.639
C 2.137 3.423 -2.621
C 3.499 3.390 -2.336
C 3.936 3.005 -1.082
C 3.048 2.646 -0.063
C 3.576 2.255 1.286
H 0.750 7.368 3.502
H 1.649 6.752 2.127
H 0.870 5.629 3.247
H -1.139 8.531 2.679
H -3.186 8.631 1.318
H -3.705 6.807 -0.277
H -2.156 4.899 -0.499
H 1.072 4.736 0.851
H -2.061 3.591 1.626
H -1.265 -1.266 -0.661
H -3.704 -1.257 -1.078
H -5.096 0.564 -0.173
H -5.357 2.531 1.126
H -4.165 3.708 0.599
H -4.066 3.007 2.216
H 0.172 3.063 -1.842
H 1.785 3.717 -3.601
H 4.220 3.667 -3.093
H 4.997 2.985 -0.868
H 3.239 2.945 2.061
H 4.664 2.271 1.279
H 3.261 1.255 1.591
O 1.688 -0.814 2.201
C 1.204 -0.626 3.539
C 1.356 -1.927 4.293
C 0.758 -2.261 5.472
C 1.171 -3.529 5.957
C 2.077 -4.124 5.135
S 2.436 -3.155 3.773
C 1.939 0.493 4.253
C 1.905 1.836 3.990
C 2.726 2.595 4.859
C 3.374 1.808 5.764
S 2.986 0.163 5.574
C -0.274 -0.268 3.349
C -1.196 -1.133 2.777
C -2.524 -0.708 2.933
C -2.605 0.465 3.636
S -1.086 1.050 4.121
H 0.051 -1.622 5.985
H 0.814 -3.972 6.874
H 2.561 -5.080 5.258
H 1.308 2.282 3.205
H 2.828 3.670 4.823
H 4.051 2.116 6.545
H -0.902 -2.072 2.327
H -3.385 -1.246 2.565
H -3.500 1.007 3.901
C -0.169 -0.923 -3.376
N 0.270 -2.016 -2.506
C -0.045 -3.336 -2.693
C 0.544 -4.032 -1.688
N 1.216 -3.128 -0.910
C 2.048 -3.474 0.244
C 1.041 -1.895 -1.407
Se 1.824 -0.255 -0.875
H -0.894 -1.327 -4.076
H 0.678 -0.516 -3.922
H -0.629 -0.143 -2.774
H -0.650 -3.668 -3.518
H 0.549 -5.086 -1.470
H 1.585 -4.305 0.769
H 2.118 -2.616 0.904
H 3.042 -3.759 -0.097
*
```

- HOMO: -13.027 eV
- F_max: 0.5 eV Å⁻¹
- E_tot: -152696.23327 eV

These are the Löwdin partial charges, in e, on atoms 1 to 8:
1 Pt 1.21
2 C -0.03
3 C -0.20
4 C -0.02
5 C -0.05
6 C -0.06
7 C -0.04
8 C -0.19

=====

No. 8
Density functional theory data (wB97M-V/def2-TZVPD) for 2 unconnected molecules or ions with the total composition C3H7IN2.

Structure (ORCA input):
```
! RIJCOSX wB97M-V def2-TZVPD def2/J DEFGRID3
* xyz 0 1
C -1.263 0.144 2.623
C -0.445 0.607 1.723
C 0.142 -1.194 -1.617
N 1.441 0.617 -1.085
N 1.188 -0.635 -0.839
I -0.428 2.461 0.769
H -2.097 0.668 3.087
H -1.121 -0.868 2.973
H -0.701 -0.504 -1.754
H 0.517 -1.464 -2.612
H -0.192 -2.102 -1.119
H 2.119 1.066 -0.485
H 0.839 1.203 -1.662
*
```

- HOMO (alpha / beta): -8.793 / -6.879 eV
- F_max: 1.5 eV Å⁻¹
- E_tot: -14300.08916 eV

These are the Löwdin partial charges, in e, on atoms 1 to 8:
1 C -0.20
2 C -0.62
3 C -0.18
4 N -0.09
5 N -0.14
6 I 0.79
7 H 0.05
8 H 0.04

=====

No. 9
Density functional theory data (wB97M-V/def2-TZVPD) for 17 unconnected molecules or ions with the total composition C36H60BrN16O2PSi.

Structure (ORCA input):
```
! RIJCOSX wB97M-V def2-TZVPD def2/J DEFGRID3
* xyz 0 1
C 1.936 -4.404 -2.126
C 1.677 -3.601 -3.421
C 1.189 -2.151 -3.221
C -0.172 -1.962 -2.528
O -0.659 -3.088 -1.773
Si -1.743 -4.035 -2.617
P -3.875 -3.514 -2.172
O -4.570 -3.319 -3.682
Br -3.859 -1.467 -1.242
H 1.823 -3.758 -1.244
H 2.871 -4.968 -2.109
H 1.118 -5.140 -2.031
H 0.982 -4.097 -4.119
H 2.627 -3.537 -3.963
H 1.995 -1.566 -2.768
H 1.090 -1.714 -4.227
H -0.077 -1.123 -1.821
H -0.965 -1.641 -3.225
H -1.425 -5.462 -2.425
H -1.493 -3.763 -4.055
H -5.103 -4.116 -3.800
C 6.777 -4.707 -2.075
C 5.666 -3.919 -2.615
N 4.792 -3.310 -3.037
H 7.705 -4.429 -2.569
H 6.871 -4.519 -1.006
H 6.592 -5.758 -2.235
C -4.475 2.268 -0.595
C -4.581 3.559 0.075
N -4.665 4.569 0.611
H -3.957 2.383 -1.545
H -3.917 1.573 0.033
H -5.462 1.867 -0.777
C -4.468 6.035 3.380
C -5.231 6.852 4.326
N -5.830 7.492 5.066
H -4.204 5.085 3.838
H -5.061 5.846 2.490
H -3.556 6.556 3.095
C 2.297 1.987 -0.900
C 1.848 1.288 -2.103
N 1.495 0.763 -3.060
H 1.561 2.734 -0.609
H 2.428 1.278 -0.082
H 3.252 2.483 -1.102
C -2.281 5.642 7.117
C -1.879 5.405 5.732
N -1.555 5.218 4.649
H -2.605 6.675 7.239
H -3.101 4.978 7.382
H -1.443 5.449 7.776
C -1.655 5.737 -0.097
C -0.625 5.029 -0.861
N 0.183 4.476 -1.455
H -2.444 5.045 0.188
H -1.218 6.169 0.802
H -2.085 6.534 -0.702
C -6.848 5.197 -2.813
C -6.719 3.766 -2.537
N -6.617 2.649 -2.303
H -6.315 5.447 -3.727
H -7.899 5.458 -2.929
H -6.427 5.769 -1.990
C 2.368 -5.665 1.268
C 3.502 -6.353 0.649
N 4.387 -6.892 0.161
H 1.599 -6.388 1.534
H 2.697 -5.147 2.167
H 1.952 -4.941 0.570
C 7.825 -8.225 -0.354
C 8.044 -7.646 -1.678
N 8.215 -7.181 -2.712
H 7.306 -9.176 -0.448
H 8.780 -8.390 0.141
H 7.219 -7.549 0.249
C -0.649 1.545 1.240
C -0.255 0.441 2.124
N 0.052 -0.394 2.856
H 0.007 2.399 1.404
H -0.575 1.235 0.198
H -1.678 1.845 1.449
C -0.827 -1.456 7.079
C -0.657 -0.850 5.753
N -0.521 -0.405 4.698
H -1.305 -2.430 6.983
H 0.143 -1.582 7.556
H -1.449 -0.814 7.699
C 11.490 -9.376 -3.758
C 10.902 -9.952 -2.548
N 10.442 -10.398 -1.599
H 11.803 -10.172 -4.431
H 10.754 -8.750 -4.261
H 12.355 -8.770 -3.496
C 4.778 3.669 -4.292
C 4.715 3.683 -2.831
N 4.665 3.689 -1.686
H 4.857 4.688 -4.667
H 5.647 3.100 -4.618
H 3.878 3.209 -4.695
C 0.699 1.935 5.741
C -0.012 2.734 6.742
N -0.575 3.360 7.519
H 0.967 0.968 6.163
H 0.062 1.779 4.873
H 1.604 2.453 5.432
C -8.046 -0.835 -1.435
C -7.887 -2.251 -1.093
N -7.756 -3.358 -0.827
H -7.512 -0.615 -2.357
H -9.101 -0.604 -1.570
H -7.645 -0.215 -0.636
C -5.952 8.343 0.799
C -5.519 8.101 -0.579
N -5.179 7.912 -1.658
H -6.266 9.379 0.911
H -6.786 7.688 1.045
H -5.130 8.144 1.483
*
```

- HOMO: -8.250 eV
- F_max: 5.3 eV Å⁻¹
- E_tot: -153444.95731 eV

These are the Löwdin partial charges, in e, on atoms 1 to 8:
1 C -0.13
2 C -0.27
3 C -0.22
4 C -0.29
5 O -0.37
6 Si 0.40
7 P 0.31
8 O -0.45

=====

No. 10
Density functional theory data (wB97M-V/def2-TZVPD) for 6 unconnected molecules or ions with the total composition C29H33N6O5P.

Structure (ORCA input):
```
! RIJCOSX wB97M-V def2-TZVPD def2/J DEFGRID3
* xyz 0 1
N 3.199 0.905 0.329
C 2.521 -0.021 1.246
C 2.595 -1.465 0.787
O 3.100 -2.408 1.742
C 2.959 -3.596 1.078
O 3.753 -4.479 1.074
O 1.780 -3.591 0.429
C 1.387 -2.209 0.203
P -0.347 -2.182 0.990
O -0.288 -0.951 2.075
O -1.131 -1.439 -0.219
H 3.594 0.423 -0.468
H 2.532 1.559 -0.060
H 1.501 0.315 1.399
H 3.020 0.027 2.218
H 3.332 -1.479 -0.029
H 1.266 -2.046 -0.865
H 0.473 -1.000 2.666
H -0.566 -0.755 -0.629
N 0.270 0.698 -1.535
C 0.113 0.901 -2.848
C -0.523 2.012 -3.381
C -1.018 2.971 -2.512
C -0.854 2.780 -1.148
C -0.208 1.634 -0.714
H 0.507 0.124 -3.493
H -0.635 2.122 -4.451
H -1.522 3.846 -2.901
H -1.226 3.500 -0.433
H -0.069 1.451 0.348
N 6.066 -6.152 5.793
C 5.718 -6.503 4.557
C 4.756 -5.843 3.806
C 4.116 -4.756 4.378
C 4.464 -4.378 5.665
C 5.442 -5.105 6.326
H 6.241 -7.361 4.149
H 4.520 -6.170 2.804
H 3.361 -4.209 3.832
H 3.989 -3.535 6.149
H 5.744 -4.838 7.333
N -2.953 -1.026 -5.575
C -3.047 -2.303 -5.944
C -2.949 -3.375 -5.062
C -2.740 -3.113 -3.716
C -2.670 -1.789 -3.320
C -2.787 -0.802 -4.274
H -3.195 -2.476 -7.004
H -3.021 -4.389 -5.429
H -2.634 -3.916 -2.998
H -2.495 -1.483 -2.297
H -2.710 0.234 -3.964
N -0.705 1.477 4.721
C -1.846 1.130 4.130
C -2.945 0.633 4.814
C -2.856 0.488 6.188
C -1.675 0.845 6.819
C -0.634 1.333 6.043
H -1.873 1.252 3.054
H -3.846 0.365 4.279
H -3.691 0.103 6.759
H -1.559 0.749 7.890
H 0.305 1.624 6.500
N -2.107 5.587 -4.635
C -2.273 5.765 -5.943
C -2.913 6.865 -6.492
C -3.410 7.834 -5.636
C -3.246 7.663 -4.271
C -2.589 6.527 -3.825
H -1.872 4.984 -6.580
H -3.017 6.957 -7.564
H -3.917 8.707 -6.026
H -3.619 8.392 -3.566
H -2.440 6.360 -2.763
*
```

- HOMO: -9.042 eV
- F_max: 1.3 eV Å⁻¹
- SMILES: NC[C@H]1OC(=O)O[C@H]1P(O)O.c1ccncc1.c1ccncc1.c1ccncc1.c1ccncc1.c1ccncc1
- E_tot: -59074.87508 eV

These are the Löwdin partial charges, in e, on atoms 1 to 8:
1 N 0.02
2 C -0.20
3 C -0.26
4 O 0.07
5 C -0.57
6 O 0.18
7 O 0.00
8 C -0.29